{
  "formula": "C5H8O",
  "method": "ωB97M-V/def2-TZVPD",
  "elements": ["O", "C", "C", "C", "C", "C", "H", "H", "H", "H", "H", "H", "H", "H"],
  "xyz": [[1.74973, -0.18214, 2.60728], [1.01606, 0.66405, 1.73062], [-1.73037, -0.44127, -2.22498], [-0.24640, 0.38447, -0.42632], [-0.55334, -0.42266, -1.62809], [0.63341, -0.03439, 0.45791], [-0.77733, 1.32880, -0.38435], [1.12508, -0.99219, 0.35549], [1.59497, 1.58359, 1.61476], [-1.97995, -1.00272, -3.11574], [0.27102, -0.97152, -2.06488], [0.14801, 1.06247, 2.26930], [-2.58864, 0.07820, -1.79470], [1.33774, -1.05467, 2.60369]],
  "forces_ev_per_a": [[0.13, -0.09, -0.16], [-0.32, 0.47, 0.73], [-1.05, 0.12, 0.08], [-0.42, -0.46, -1.14], [0.35, 0.27, -0.08], [0.41, 0.49, 0.99], [0.03, 0.04, 0.46], [0.09, -0.15, -0.36], [0.46, -0.33, -0.46], [0.37, -0.13, -0.01], [0.08, -0.20, 0.06], [-0.39, -0.33, -0.15], [0.27, 0.12, -0.05], [0.00, 0.18, 0.07]],
  "homo_ev": -9.030,
  "gap_ev": 10.044,
  "smiles": "C=C/C=C/CO",
  "mol_weight_g_mol": 84.12,
  "fmax_ha_per_bohr": 0.0253,
  "e_tot_ha": -270.4911
}



{
  "formula": "C5H8O",
  "method": "ωB97M-V/def2-TZVPD",
  "elements": ["O", "C", "C", "C", "C", "C", "H", "H", "H", "H", "H", "H", "H", "H"],
  "xyz": [[-0.33698, -0.12666, -1.95254], [-0.34863, 0.39604, 0.16956], [-1.79374, 0.10604, 0.24592], [1.44214, -0.42315, -0.26543], [0.44298, 0.50563, -1.13595], [0.70007, -0.14950, 1.05848], [1.18980, 0.64127, 1.63726], [2.47341, -0.06669, -0.29478], [1.35051, -1.44977, -0.61624], [-2.30799, 0.51003, -0.62800], [0.90685, 1.47424, -1.41278], [0.44372, -0.98816, 1.71283], [-2.16275, 0.54140, 1.18519], [-1.99939, -0.97073, 0.29648]],
  "forces_ev_per_a": [[0.07, -0.08, -0.24], [-0.19, -0.12, 0.19], [0.04, 0.09, -0.06], [0.27, -0.19, -0.07], [-0.03, 0.21, 0.12], [-0.05, 0.07, 0.11], [-0.05, -0.11, -0.08], [-0.16, -0.03, 0.00], [-0.02, 0.17, 0.03], [0.04, -0.05, 0.14], [-0.07, -0.18, 0.05], [0.02, 0.14, -0.12], [0.05, -0.05, -0.07], [0.07, 0.13, -0.01]],
  "homo_ev": [-8.383, -8.571],
  "gap_ev": [7.798, 8.105],
  "mol_weight_g_mol": 84.12,
  "fmax_ha_per_bohr": 0.0066,
  "e_tot_ha": -270.4066
}



{
  "formula": "C5H8O",
  "method": "ωB97M-V/def2-TZVPD",
  "elements": ["O", "C", "C", "C", "C", "C", "H", "H", "H", "H", "H", "H", "H", "H"],
  "xyz": [[2.38431, -0.63983, -0.02909], [0.07263, 0.41745, -0.10501], [0.74918, 1.55698, -0.14588], [-1.42258, 0.40355, 0.15400], [0.85249, -0.88316, -0.04387], [-2.06866, -0.73166, -0.12008], [0.38822, -1.42169, 0.83309], [-1.29986, -1.43532, -0.44291], [0.70240, -1.65568, -0.76463], [-3.11412, -0.96489, -0.11123], [1.79531, 1.54505, -0.33818], [2.40803, -0.17654, 0.81073], [0.35004, 2.53984, -0.21113], [-1.79738, 1.44589, 0.51419]],
  "forces_ev_per_a": [[-3.72, -0.87, 0.53], [-0.52, 0.18, 0.69], [0.23, -0.07, -0.77], [0.55, 1.72, -0.02], [1.34, 0.02, 0.96], [1.40, 0.65, -0.01], [1.36, 0.54, 0.04], [-1.19, -0.71, -0.15], [-0.02, 0.12, -1.32], [-0.22, 0.04, 0.19], [0.70, -0.17, -0.03], [0.75, 0.23, 0.25], [-0.86, 0.51, 0.37], [0.19, -2.20, -0.73]],
  "homo_ev": -9.238,
  "gap_ev": 10.117,
  "smiles": "C=CC(=C)CO",
  "mol_weight_g_mol": 84.12,
  "fmax_ha_per_bohr": 0.0751,
  "e_tot_ha": -270.4607
}



{
  "formula": "C5H8O",
  "method": "ωB97M-V/def2-TZVPD",
  "elements": ["O", "C", "C", "C", "C", "C", "H", "H", "H", "H", "H", "H", "H", "H"],
  "xyz": [[1.03237, 1.08337, 1.35586], [0.96180, 1.41202, -0.06172], [-0.60912, -0.41607, -0.61462], [-1.48388, -0.99954, 0.19863], [-0.36761, 1.07280, -0.68964], [1.71043, 0.28902, 0.59839], [1.58231, -1.95121, 0.82303], [0.04708, -1.02345, -1.24354], [-1.65964, -2.07360, 0.15545], [-0.35180, 1.36775, -1.74580], [-2.06039, -0.42629, 0.92442], [1.15107, -2.55688, 0.83630], [-1.18300, 1.62851, -0.20381], [1.52527, 2.31072, -0.31373]],
  "forces_ev_per_a": [[0.28, -0.15, 0.07], [0.06, -0.06, -0.23], [-0.23, -0.08, 0.12], [0.05, 0.02, -0.26], [-0.03, -0.03, -0.05], [0.12, 0.59, 0.27], [-0.01, -0.17, 0.03], [-0.33, 0.09, 0.02], [0.19, 0.22, 0.19], [0.05, 0.08, 0.16], [-0.02, -0.07, -0.28], [0.01, -0.20, 0.03], [0.18, -0.12, -0.07], [-0.33, -0.15, 0.01]],
  "homo_ev": -9.494,
  "gap_ev": 10.064,
  "mol_weight_g_mol": 84.12,
  "fmax_ha_per_bohr": 0.0129,
  "e_tot_ha": -270.3663
}



{
  "formula": "C5H8O",
  "method": "ωB97M-V/def2-TZVPD",
  "elements": ["O", "C", "C", "C", "C", "C", "H", "H", "H", "H", "H", "H", "H", "H"],
  "xyz": [[-1.34769, -1.07191, 1.03248], [-1.66122, 0.14874, 0.34297], [-0.98603, -0.23047, -0.94561], [1.69572, 1.04346, 0.59596], [1.67629, 0.82425, -0.71656], [-0.82369, -1.53616, -0.21985], [1.37071, 1.99208, 1.01790], [-1.47392, -2.29061, -0.69787], [1.33518, 1.57595, -1.42217], [0.18979, -1.95191, -0.15566], [-2.74364, 0.27080, 0.16708], [2.04064, 0.29220, 1.30199], [-1.28766, 1.04982, 0.84306], [2.01550, -0.11623, -1.14373]],
  "forces_ev_per_a": [[-0.03, -0.07, 0.18], [0.00, 0.31, -0.15], [-0.15, -0.18, 0.30], [0.00, -0.03, -0.19], [0.06, 0.04, 0.19], [0.19, -0.06, -0.27], [0.03, -0.14, -0.08], [0.06, 0.10, 0.04], [0.04, -0.10, 0.12], [-0.13, 0.07, -0.01], [0.11, -0.03, 0.00], [-0.05, 0.08, -0.12], [-0.07, -0.12, -0.07], [-0.05, 0.13, 0.07]],
  "homo_ev": -8.967,
  "gap_ev": 8.707,
  "mol_weight_g_mol": 84.12,
  "fmax_ha_per_bohr": 0.0074,
  "e_tot_ha": -270.3384
}



{
  "formula": "C5H8O",
  "method": "ωB97M-V/def2-TZVPD",
  "elements": ["O", "C", "C", "C", "C", "C", "H", "H", "H", "H", "H", "H", "H", "H"],
  "xyz": [[-1.17975, -2.36020, -0.46388], [0.16713, 0.24094, 1.59916], [-0.62836, -1.67272, -1.28510], [-0.75139, 1.20485, -0.72448], [1.40112, 0.55282, 0.75060], [0.04285, 0.80516, 0.25371], [0.46814, -1.51097, -1.30183], [-0.04945, 0.86666, 2.46322], [1.95311, -0.30023, 0.35864], [-0.35264, 1.56840, -1.66909], [2.02514, 1.40339, 1.01821], [-1.83317, 1.18677, -0.61084], [-0.08984, -0.81021, 1.72128], [-1.17289, -1.17465, -2.10961]],
  "forces_ev_per_a": [[0.28, 0.29, -0.29], [-0.19, -0.06, 0.11], [-0.10, -0.25, 0.02], [0.13, 0.03, 0.18], [0.19, 0.04, -0.12], [-0.12, 0.06, -0.13], [-0.12, -0.10, 0.12], [0.06, -0.08, -0.19], [-0.09, 0.17, 0.03], [-0.02, -0.04, 0.15], [-0.15, -0.14, 0.00], [0.17, 0.01, 0.01], [0.02, 0.16, -0.01], [-0.07, -0.08, 0.11]],
  "homo_ev": -9.921,
  "gap_ev": 10.906,
  "smiles": "C=C1CC1.C=O",
  "mol_weight_g_mol": 84.12,
  "fmax_ha_per_bohr": 0.0096,
  "e_tot_ha": -270.4480
}



{
  "formula": "C5H8O",
  "method": "ωB97M-V/def2-TZVPD",
  "elements": ["O", "C", "C", "C", "C", "C", "H", "H", "H", "H", "H", "H", "H", "H"],
  "xyz": [[1.59865, -0.35044, 0.61469], [1.33760, 0.97241, 0.11277], [0.33172, 0.44602, -0.92958], [0.80523, -0.88901, -0.42307], [-0.65548, -0.54313, -0.32082], [-1.55577, -0.23246, 0.86899], [2.27772, 1.35828, -0.31244], [1.26451, -1.67398, -1.01805], [0.21618, 0.81330, -1.94569], [-2.02633, -1.11522, 1.32064], [-2.39126, 0.41503, 0.55838], [0.97797, 1.64191, 0.89878], [-1.17744, -1.13642, -1.07235], [-1.00330, 0.29369, 1.64774]],
  "forces_ev_per_a": [[-0.02, -0.03, 0.16], [-0.18, 0.37, 0.14], [-0.01, 0.11, -0.16], [-0.06, -0.47, -0.13], [-0.07, -0.05, -0.05], [0.23, -0.01, 0.09], [-0.50, 0.07, -0.12], [-0.40, -0.25, 0.27], [0.23, -0.09, 0.23], [0.35, 0.01, -0.16], [0.39, -0.10, -0.07], [0.01, 0.05, -0.04], [0.05, 0.42, -0.22], [-0.01, -0.04, 0.06]],
  "homo_ev": -9.293,
  "gap_ev": 10.386,
  "mol_weight_g_mol": 84.12,
  "fmax_ha_per_bohr": 0.0106,
  "e_tot_ha": -270.4635
}



{
  "formula": "C5H8O",
  "method": "ωB97M-V/def2-TZVPD",
  "elements": ["O", "C", "C", "C", "C", "C", "H", "H", "H", "H", "H", "H", "H", "H"],
  "xyz": [[1.52995, -0.83460, 0.87844], [-0.09780, 1.21849, -0.65318], [0.48032, -0.08214, -1.18017], [0.36574, -0.96354, 0.07860], [-0.99748, 0.98588, 0.29669], [-0.91117, -0.42617, 0.79229], [0.28520, -2.03166, -0.13288], [-0.74105, -0.39980, 1.87634], [1.77070, 0.10257, 0.90175], [-0.14239, -0.50055, -1.98750], [0.31911, 2.21021, -0.66586], [-1.80184, -1.02969, 0.59665], [-1.56273, 1.78457, 0.76494], [1.50344, -0.03356, -1.56611]],
  "forces_ev_per_a": [[0.01, 0.20, 0.14], [0.14, 0.01, 0.57], [0.10, -0.02, 0.10], [-0.31, -0.20, -0.17], [0.27, 0.12, 0.20], [-0.09, -0.16, 0.04], [0.02, 0.10, -0.07], [-0.11, -0.22, -0.15], [-0.09, -0.18, 0.08], [0.09, 0.28, 0.18], [-0.08, 0.36, -1.32], [0.06, -0.11, 0.00], [0.09, -0.18, 0.23], [-0.10, 0.00, 0.19]],
  "homo_ev": -9.262,
  "gap_ev": 10.270,
  "smiles": "OC1CC=CC1",
  "mol_weight_g_mol": 84.12,
  "fmax_ha_per_bohr": 0.0266,
  "e_tot_ha": -270.5140
}